Density functional theory data (the ωB97M-V functional and the def2-TZVPD basis) for 2 unconnected molecules or ions with the total composition C5H12O2 at a distorted geometry.

SMILES: C=C[C@H](O)CC.O
Gap between HOMO and LUMO: 0.374 Eh
Charge: 0
LUMO: 0.8 eV

The geometry in XYZ format:
```
19
Properties=species:S:1:pos:R:3:forces:R:3
C 2.682360 -0.470145 0.530373 0.016 -0.021 0.037
C 1.518381 0.137096 -0.251202 -0.050 0.051 -0.069
C 0.213876 -0.625376 -0.007959 0.176 -0.182 -0.214
O -0.156131 -0.596863 1.362249 -0.080 0.206 0.065
C -0.934168 -0.228406 -0.917009 -0.201 -0.934 -0.239
C -2.202586 -0.444295 -0.553542 0.336 -0.812 -0.516
O -2.320985 1.664366 0.474108 0.261 1.186 0.314
H 3.604303 0.104294 0.393173 -0.153 -0.066 0.016
H 2.448334 -0.502835 1.598687 0.056 0.023 -0.154
H 2.877072 -1.499101 0.203440 -0.046 0.162 0.029
H 1.741237 0.131865 -1.326640 -0.060 -0.010 0.131
H 1.379292 1.190699 0.034125 -0.022 -0.132 -0.036
H 0.401287 -1.686735 -0.212793 0.148 0.038 0.085
H -0.447325 0.301797 1.579048 0.005 -0.186 0.009
H -0.703451 0.123907 -1.921330 0.051 0.010 0.125
H -1.608569 1.373808 -0.140744 -0.953 0.609 0.574
H -2.444995 -0.832451 0.431894 0.105 0.026 -0.209
H -3.048824 -0.208186 -1.194484 0.243 -0.091 -0.022
H -2.999099 2.066555 -0.081391 0.168 0.123 0.076
```
Forces are in eV/Å.

=====

Density functional theory data (the ωB97M-V functional and the def2-TZVPD basis) for 2 unconnected molecules or ions with the total composition C5H12O2.

SMILES: C/C=C(/O)CC.O
Gap between HOMO and LUMO: 0.344 Eh
Charge: 0
LUMO: 0.7 eV

The geometry in XYZ format:
```
19
Properties=species:S:1:pos:R:3:forces:R:3
C 2.211106 -0.128418 0.718923 -0.008 -0.070 -0.035
C 0.969728 0.774499 0.757251 -0.019 0.080 -0.030
C -0.377977 0.119628 0.595686 -0.207 0.357 -0.120
O -0.654275 -0.850700 1.544240 0.090 0.071 0.288
C -1.397999 0.415636 -0.217803 0.126 -0.012 0.209
C -1.457154 1.156364 -1.523860 0.102 0.069 -0.005
O -0.773542 -2.361106 -0.982169 0.052 -0.164 -0.027
H 2.178272 -0.929209 1.468904 -0.042 0.106 -0.130
H 2.353161 -0.598344 -0.258602 -0.065 0.055 0.102
H 3.104129 0.465208 0.942819 -0.158 -0.094 -0.066
H 0.924658 1.239584 1.753578 0.035 0.053 -0.161
H 1.078453 1.596574 0.044095 -0.083 -0.160 0.005
H -0.268954 -1.548651 -1.108881 -0.107 -0.156 -0.128
H 0.157297 -1.095708 2.002650 -0.095 0.058 0.003
H -2.333825 -0.057818 0.075872 0.113 -0.123 -0.145
H -0.482481 1.263349 -2.010169 -0.067 0.070 0.175
H -2.084998 0.561847 -2.200321 0.164 0.159 0.061
H -1.923110 2.146161 -1.454170 0.091 -0.112 0.083
H -1.222497 -2.168900 -0.148041 0.077 -0.188 -0.078
```
Forces are in eV/Å.

=====

Density functional theory data (the ωB97M-V functional and the def2-TZVPD basis) for 3 unconnected molecules or ions with the total composition C5H12O2 at a distorted geometry.

SMILES: C=CCC=C.O.O
Gap between HOMO and LUMO: 0.365 Eh
Charge: 0
LUMO: 0.7 eV

The geometry in XYZ format:
```
19
Properties=species:S:1:pos:R:3:forces:R:3
C -0.655349 0.195132 1.353567 -0.494 0.075 0.319
C -0.233078 0.809787 0.256904 0.113 0.501 -0.184
C 0.213391 -0.468797 2.406227 1.807 0.393 -2.000
C 1.692151 -0.009706 2.386285 -0.505 -0.934 1.253
C 2.069369 1.200346 2.766984 0.119 0.262 -1.155
H -1.734329 0.104111 1.480262 0.108 0.385 0.355
H -0.842007 1.486051 -0.343486 -0.419 -0.761 -0.014
H 0.782367 0.771628 -0.096591 0.524 0.177 0.424
H 0.008390 -0.228173 3.444676 -1.147 -0.581 -0.091
H 0.287761 -1.528903 2.131829 -0.595 -0.030 0.831
H 2.349135 -0.877979 2.460304 0.381 0.441 -0.227
H 3.101808 1.441087 2.992224 -0.083 0.059 -0.057
H 1.347775 2.008464 2.637081 0.197 0.012 0.528
H 1.689963 0.907246 -5.891189 0.144 0.101 -0.060
H 1.384891 0.012881 -4.676874 -0.409 0.400 -0.903
O 0.995238 0.370826 -5.506315 0.260 -0.504 0.970
H -3.191776 -1.459272 -2.321437 -0.016 0.076 -1.106
H -4.235703 -2.239808 -1.464406 -0.208 -0.110 -0.406
O -3.447894 -1.701930 -1.449573 0.226 0.039 1.523
```
Forces are in eV/Å.

=====

Density functional theory data (the ωB97M-V functional and the def2-TZVPD basis) for a molecular structure, C5H12O2 at a distorted geometry.

Gap between HOMO and LUMO: 0.365 Eh
Charge: 0
LUMO: 0.7 eV

The geometry in XYZ format:
```
19
Properties=species:S:1:pos:R:3:forces:R:3
C 2.319109 -0.576192 0.725039 0.158 -0.010 0.030
C 1.600768 0.118167 -0.432795 -0.123 0.148 0.052
C 0.142156 -0.231796 -0.371510 -0.315 0.381 1.485
O -0.281172 0.256871 1.416056 0.835 -0.549 -1.789
C -0.983357 0.360597 -1.152311 -1.196 -0.068 1.082
C -2.328932 -0.044642 -0.313122 1.203 0.085 -1.103
O -2.583898 0.831823 0.717404 0.711 -0.187 0.960
H 3.392210 -0.379956 0.715427 -0.054 -0.002 -0.031
H 1.884208 -0.247098 1.669532 0.248 -0.076 -0.132
H 2.165238 -1.660957 0.661421 0.086 0.176 -0.006
H 2.019987 -0.242688 -1.386373 -0.306 0.050 0.082
H 1.732941 1.204862 -0.427230 0.043 -0.086 0.090
H 0.036827 -1.331379 -0.396070 -0.117 0.473 0.914
H -0.092026 1.204255 1.614275 0.311 -0.846 -0.787
H -1.189496 -0.127931 -2.110825 0.777 -0.055 -0.030
H -0.848469 1.442855 -1.298996 -0.383 -0.311 0.093
H -2.090790 -1.045047 0.094260 -0.284 0.058 -0.323
H -3.153219 -0.149134 -1.035067 0.051 0.320 0.439
H -1.742076 0.617392 1.310880 -1.645 0.499 -1.027
```
Forces are in eV/Å.

=====

HOMO level per entry: -9.32, -8.66, -9.21, -9.28 eV
Total energy per entry: -9473.1644, -9473.8534, -9472.2528, -9472.3434 eV
Relative energy (zero: lowest compared OMol25 entry of this formula, charge and spin) per entry: 1.9713, 1.2822, 2.8829, 2.7922 eV